Entry from OMol25: C3H9N3OS in the gas phase in a non-equilibrium geometry (the ωB97M-V functional and the def2-TZVPD basis).

Geometry (Å):
C1 1.868223 -0.335497 0.320224
C2 0.472196 -0.382591 0.922239
C3 -1.811397 -0.133315 -0.062885
H1 2.781034 -1.082086 -1.351044
H2 1.159520 -0.995677 -1.506269
H3 2.146031 0.730333 0.135920
H4 2.579690 -0.675474 1.058408
H5 0.153566 -1.425676 1.036852
H6 0.469374 0.096860 1.882052
H7 0.103386 1.915365 -0.745052
H8 -2.431838 1.817833 -0.256154
H9 -3.629258 0.597242 -0.420444
N1 1.928711 -1.205953 -0.854479
N2 -0.494859 0.277892 0.044447
N3 -2.677199 0.851009 -0.400921
O1 -0.335703 1.670188 0.100623
S1 -2.281476 -1.720460 0.096480

Forces on atoms 1 to 6 (eV/Å):
C -0.27 0.55 -0.44
C 0.17 -0.68 -0.59
C 0.08 0.21 -0.07
H 0.70 0.07 -0.41
H 0.46 -0.12 0.49
H -0.19 -0.46 -0.07

total energy	-20608.833	eV
energy relative to the best compared isomer or geometry (same formula, charge and spin)	1.289	eV
frontier orbital gap	8.75	eV
M	135.2	Da
multiplicity	1
E_LUMO	0.45	eV
structure (SMILES)	NCCN(O)C(N)=S